C8H17ClI2N2OPRuS | the ωB97M-V functional and the def2-TZVPD basis

Element x y z (Å)
1 I 2.452 3.268 -2.523
2 I 2.877 0.877 -3.450
3 Ru -0.076 0.070 0.611
4 P -1.119 0.375 -1.447
5 C -0.219 1.130 -2.836
6 C -1.796 -1.073 -2.329
7 H -3.295 0.729 -0.591
8 H -3.206 1.228 -2.318
9 H -2.486 2.341 -1.029
10 C -2.707 1.303 -1.332
11 H -2.443 -1.594 -1.628
12 H -2.392 -0.758 -3.188
13 H -0.792 1.440 -3.757
14 H 0.697 0.478 -3.111
15 H -1.001 -1.727 -2.684
16 H 0.166 2.118 -2.466
17 C 1.642 0.543 0.390
18 O 2.852 0.468 0.523
19 Cl -2.055 -1.019 1.246
20 S 0.518 -0.126 3.211
21 C 1.378 -1.567 2.998
22 N 2.670 -1.581 2.678
23 C 3.511 -2.805 2.562
24 C 2.666 -4.131 2.580
25 C 1.242 -4.021 3.164
26 N 0.685 -2.693 2.870
27 H 3.120 -0.692 2.362
28 H 4.179 -2.639 3.486
29 H 4.227 -2.628 1.664
30 H 3.221 -4.923 3.121
31 H 2.539 -4.336 1.493
32 H 1.195 -3.934 4.310
33 H 0.448 -4.724 2.797
34 H -0.378 -2.521 2.912

Summary:
- LUMO (alpha / beta): -11.8 / -13.9 eV
- <S²>: 6.03
- Highest occupied orbital energy (alpha / beta): -19.2 / -19.1 eV
- Net charge: +3
- Frontier orbital gap (alpha / beta): 7.425 / 5.191 eV
- Multiplicity: 5

Computed natural (NBO) charges, given in elementary charges: 0.4274 0.5547 0.5838 1.0508 -0.9402 -0.9170 0.2845 0.2821 0.2635 -0.9070 0.2778 0.2816 0.3094 0.1978 0.2556 0.2268 0.4848 -0.4733 -0.4455 0.4684 0.2407 -0.5205 -0.2342 -0.4490 -0.2257 -0.5313 0.4488 0.2552 0.2584 0.2897 0.2366 0.2417 0.2708 0.4528



C2H8N3OPS | the ωB97M-V functional and the def2-TZVPD basis

Element x y z (Å)
1 C -1.006 -0.664 -0.909
2 C -2.028 -0.037 -0.049
3 N 0.193 -0.969 -0.159
4 N 0.122 1.372 1.049
5 N 2.305 0.002 0.888
6 O 1.380 1.213 -1.308
7 P 1.033 0.523 -0.034
8 S -1.454 1.657 0.325
9 H -1.317 -1.611 -1.283
10 H -0.834 0.089 -1.599
11 H -2.990 0.006 -0.601
12 H -2.115 -0.627 0.845
13 H 0.791 -1.645 -0.682
14 H 0.448 1.158 2.062
15 H 3.073 0.526 0.490
16 H 2.398 -0.994 0.963

Summary:
- LUMO: 0.7 eV
- Highest occupied orbital energy: -9.2 eV
- ΔE to the lowest compared entry with this formula, charge and spin: 11.8 kcal/mol
- Frontier orbital gap: 9.878 eV
- Multiplicity: 1

Computed natural (NBO) charges, given in elementary charges: -0.2666 -0.5482 -0.9692 -1.1622 -1.2069 -1.0783 2.3017 0.4183 0.2012 0.2044 0.2425 0.2207 0.3880 0.4401 0.4063 0.4082



C3H12NP2 | the ωB97M-V functional and the def2-TZVPD basis

Element x y z (Å)
1 C 0.335 -0.606 1.360
2 C 0.784 1.598 -0.193
3 C -0.538 -0.665 -0.968
4 N -0.357 0.083 0.288
5 P 1.222 -1.124 -1.826
6 P -1.902 0.932 0.972
7 H 0.047 -1.695 1.481
8 H 1.442 -0.554 1.258
9 H 0.247 -0.066 2.382
10 H 0.045 2.048 -0.765
11 H 1.107 2.068 0.812
12 H 1.593 1.131 -0.851
13 H -1.108 -0.041 -1.740
14 H -1.092 -1.623 -0.555
15 H 0.884 -2.344 -2.496
16 H 0.931 -0.254 -2.828
17 H -2.565 -0.114 1.579
18 H -1.078 1.227 2.092

Summary:
- LUMO: -4.2 eV
- Highest occupied orbital energy: -13.7 eV
- Net charge: +1
- ΔE to the lowest compared entry with this formula, charge and spin: 36.2 kcal/mol
- Frontier orbital gap: 9.542 eV
- Multiplicity: 1

Computed natural (NBO) charges, given in elementary charges: -0.4765 -0.2786 -0.4909 -0.5162 0.2648 0.5883 0.2441 0.2397 0.2418 0.2037 0.2503 0.2411 0.2556 0.2452 0.0405 -0.0157 -0.0106 -0.0267



C12H9F6NO11P2S2Y | the ωB97M-V functional and the def2-TZVPD basis

Element x y z (Å)
1 Y -0.180 -1.057 -0.541
2 F 3.644 -2.339 2.063
3 C 4.378 -1.626 1.177
4 F 5.414 -2.441 0.803
5 F 4.808 -0.554 1.822
6 S 3.330 -1.211 -0.312
7 O 2.073 -0.677 0.256
8 O 4.005 -0.250 -1.150
9 N 3.220 -2.654 -0.910
10 S 1.911 -3.476 -1.077
11 O 0.844 -2.615 -1.666
12 O 2.096 -4.736 -1.715
13 C 1.011 -3.951 0.518
14 F -0.149 -4.605 0.429
15 F 0.593 -2.732 1.077
16 F 1.806 -4.550 1.385
17 O -2.950 -2.704 2.136
18 P -2.939 -1.244 1.524
19 O -3.700 -0.296 2.367
20 O -1.488 -0.832 1.120
21 O -3.820 -1.488 0.086
22 P -3.117 -1.840 -1.359
23 O -2.362 -0.296 -1.593
24 O -4.034 -2.180 -2.464
25 O -1.834 -2.585 -1.044
26 H -2.790 -3.448 1.550
27 H -2.934 0.442 -1.768
28 C -2.147 4.684 0.825
29 C -2.688 3.361 0.884
30 C -1.976 2.285 0.483
31 C -0.679 2.437 -0.153
32 C 0.117 1.410 -0.575
33 C 1.349 1.627 -1.132
34 C 1.902 2.881 -1.261
35 C 1.150 3.970 -0.834
36 C -0.155 3.812 -0.245
37 C -0.904 4.901 0.189
38 H -2.701 5.489 1.258
39 H -3.640 3.119 1.260
40 H -2.356 1.301 0.671
41 H 1.924 0.851 -1.657
42 H 2.863 2.936 -1.794
43 H 1.609 4.958 -0.759
44 H -0.503 5.925 0.129

Summary:
- LUMO: 2.3 eV
- Highest occupied orbital energy: -5.1 eV
- Net charge: -1
- Frontier orbital gap: 7.403 eV
- Multiplicity: 1

Computed natural (NBO) charges, given in elementary charges: 2.0784 -0.3156 0.7415 -0.3141 -0.2886 2.2369 -0.9546 -0.8631 -1.1817 2.2539 -1.0071 -0.8726 0.7486 -0.2723 -0.3375 -0.2875 -1.0026 2.5670 -1.0997 -1.2226 -1.0959 2.5391 -1.0433 -1.0799 -1.2166 0.5123 0.5198 -0.2174 -0.2463 -0.1811 0.0191 -0.5219 -0.2500 -0.2181 -0.2237 -0.1030 -0.1990 0.1981 0.2132 0.2271 0.1740 0.1993 0.1908 0.1967